{
  "formula": "C2H6NS2",
  "method": "wB97M-V/def2-TZVPD",
  "homo_ev": -13.27,
  "de_lowest_ev": 1.051,
  "orbital_gap_ev": 8.64,
  "total_charge": 1,
  "e_tot_ev": -25323.170,
  "species": ["N", "C", "C", "S", "S", "H", "H", "H", "H", "H", "H"],
  "coordinates": [[0.1496, -0.3646, 1.1510], [-0.8084, -0.3217, 0.0788], [-0.1729, 0.4231, -1.1009], [1.0981, 1.6090, -0.5623], [1.9178, -0.1709, -1.5075], [0.3554, 0.6434, 1.2966], [1.0251, -0.7818, 0.7206], [-0.1686, -0.7369, 1.9856], [-1.2363, -1.2498, -0.1800], [-1.5916, 0.4499, 0.2226], [-0.5681, 0.5002, -2.1043]],
  "nbo_charge": [-0.690, -0.299, -0.284, 0.142, -0.031, 0.452, 0.468, 0.444, 0.259, 0.257, 0.281]
}

{
  "formula": "C25H43Cl5EuN3O6Si",
  "method": "wB97M-V/def2-TZVPD",
  "homo_ev": [-5.38, -3.95],
  "de_lowest_ev": 2.836,
  "orbital_gap_ev": [5.85, 2.49],
  "s_squared": 12.03,
  "spin_multiplicity": 7,
  "e_tot_ev": -133199.255,
  "species": ["C", "C", "H", "H", "H", "C", "C", "H", "H", "H", "H", "Eu", "Cl", "C", "O", "N", "C", "C", "H", "H", "H", "H", "H", "H", "H", "H", "H", "C", "C", "N", "H", "C", "O", "H", "H", "H", "H", "H", "H", "C", "C", "N", "H", "C", "O", "H", "H", "H", "H", "O", "C", "C", "C", "H", "C", "H", "C", "H", "C", "C", "H", "H", "H", "Si", "Cl", "C", "C", "C", "H", "H", "H", "H", "H", "H", "H", "H", "H", "Cl", "C", "Cl", "Cl", "C", "O", "O"],
  "coordinates": [[-1.8567, -0.3104, -4.7906], [-1.3843, -1.5439, -4.0965], [-1.8660, -0.4455, -5.8744], [-1.2129, 0.5461, -4.5404], [-2.8759, -0.0583, -4.4627], [-0.9147, -2.6380, -4.7309], [-0.6934, -2.7004, -6.2044], [-0.7133, -3.5524, -4.1702], [-0.3514, -1.7423, -6.6227], [-1.6066, -2.9881, -6.7470], [0.0693, -3.4490, -6.4464], [0.9964, 1.1873, 0.3152], [2.9869, 2.8279, -0.2557], [-0.3422, -1.7935, 1.5655], [0.5617, -1.0077, 1.2101], [-0.1001, -2.8447, 2.3585], [1.2818, -3.1845, 2.6626], [-1.1661, -3.6767, 2.8970], [-1.3948, -1.6549, 1.2584], [1.9023, -2.2991, 2.5301], [1.6426, -3.9778, 1.9919], [1.3307, -3.5464, 3.6953], [-2.1085, -3.1162, 2.8911], [-0.8980, -3.9622, 3.9246], [-1.2917, -4.5823, 2.2843], [0.4266, 3.6838, 5.8215], [-1.5950, 4.6395, 5.0555], [0.8516, 3.6316, 4.8165], [-1.3028, 4.5733, 4.0006], [-0.2471, 3.5767, 3.8636], [1.4626, 2.7367, 4.7023], [-0.1444, 2.8458, 2.7570], [0.8721, 2.1613, 2.4681], [-2.1698, 4.2744, 3.3953], [-1.0264, 2.8545, 2.0831], [1.4641, 4.5279, 4.6586], [-0.9581, 5.5693, 3.6702], [1.6448, 0.1266, -3.8232], [2.1641, -2.8456, -4.0603], [2.6931, -0.0334, -3.5322], [3.0826, -2.4897, -3.5697], [2.8314, -1.2831, -2.7929], [3.0315, 0.8108, -2.9190], [2.7746, -1.3328, -1.4491], [2.5907, -0.3436, -0.7195], [3.4496, -3.2715, -2.8920], [2.9139, -2.3551, -1.0351], [3.3008, -0.1224, -4.4400], [3.8316, -2.2818, -4.3427], [-0.2722, -0.5231, -2.4156], [-1.2679, -1.3808, -2.5751], [0.1017, -3.3298, -1.6716], [-1.1260, -2.6823, -1.7455], [0.9518, -2.8840, -2.2016], [0.2344, -4.5093, -0.9352], [-2.2414, -0.9395, -2.2534], [-2.2112, -3.1629, -1.0235], [1.2105, -4.9944, -0.8707], [-0.8964, -5.0630, -0.3256], [-2.1243, -4.3935, -0.3719], [-3.1315, -2.5765, -1.0201], [-0.8063, -6.0234, 0.1860], [-3.0094, -4.8305, 0.0965], [-0.4919, 4.1879, -2.1836], [-0.0773, 2.0861, -2.1136], [1.1374, 5.1031, -2.3164], [-1.4731, 4.5793, -0.6355], [-1.4313, 4.4910, -3.7769], [1.9522, 4.6290, -1.7475], [1.0007, 6.1309, -1.9448], [1.4455, 5.1605, -3.3724], [-0.7657, 4.3907, -4.6475], [-1.8457, 5.5113, -3.7827], [-2.2580, 3.7833, -3.9140], [-1.7893, 3.6856, -0.0742], [-2.3816, 5.1238, -0.9358], [-0.8882, 5.2263, 0.0407], [-4.0332, 2.0623, 2.1757], [-3.2525, 0.4737, 1.9692], [-2.0645, 0.2461, 3.2753], [-4.4148, -0.8522, 2.0258], [-2.5255, 0.5311, 0.5282], [-3.0653, -0.0504, -0.4234], [-1.4438, 1.2095, 0.5553]],
  "lowdin_charge": [-0.036, -0.222, 0.071, 0.072, 0.098, -0.106, -0.106, 0.105, 0.074, 0.084, 0.070, 1.228, -0.305, -0.315, -0.156, -0.162, -0.022, -0.035, 0.114, 0.089, 0.091, 0.089, 0.080, 0.094, 0.071, 0.088, 0.090, -0.025, -0.038, -0.178, 0.091, -0.338, -0.185, 0.072, 0.098, 0.102, 0.098, 0.071, 0.081, -0.024, -0.052, -0.178, 0.084, -0.300, -0.179, 0.092, 0.143, 0.089, 0.091, -0.042, -0.372, -0.046, -0.160, 0.081, -0.073, 0.156, -0.032, 0.104, -0.110, -0.084, 0.116, 0.104, 0.110, 0.227, 0.404, -0.225, -0.195, -0.218, -0.061, 0.035, 0.032, 0.033, 0.036, 0.027, 0.002, 0.034, 0.037, 0.606, -1.477, 0.645, 0.605, -0.770, -0.023, -0.264]
}

{
  "formula": "C16H20N2O6S",
  "method": "wB97M-V/def2-TZVPD",
  "homo_ev": -8.99,
  "de_lowest_ev": 2.479,
  "orbital_gap_ev": 9.48,
  "e_tot_ev": -43015.042,
  "species": ["O", "O", "O", "O", "O", "O", "C", "C", "C", "C", "C", "C", "C", "C", "C", "N", "N", "S", "C", "C", "C", "C", "C", "C", "C", "H", "H", "H", "H", "H", "H", "H", "H", "H", "H", "H", "H", "H", "H", "H", "H", "H", "H", "H", "H"],
  "coordinates": [[-1.0971, 3.0310, -1.9236], [-1.6113, 0.3922, 1.2214], [-0.3460, -2.1920, 2.9045], [-1.4660, -3.3855, -1.5135], [-0.6583, -4.0081, 1.6197], [2.3258, 2.0891, -2.1474], [-0.0594, 2.3891, -1.7545], [-1.5886, -0.2446, 0.1983], [-0.9813, -2.8101, 2.0829], [6.3362, 2.7016, -0.9081], [5.9664, 2.4643, -2.2531], [5.2800, 2.7291, 0.0660], [4.6748, 2.3121, -2.6261], [3.9539, 2.4241, -0.3027], [3.6168, 2.2853, -1.7244], [-0.0987, 0.9812, -1.4541], [-2.0908, -1.5625, 0.1661], [-2.2966, -2.2146, -1.4779], [1.3537, 2.9394, -1.5312], [-3.7803, -2.7831, 3.5395], [-4.5142, -1.0959, 1.7141], [-1.1221, -1.0754, -2.1095], [-3.3079, -1.6712, 2.4828], [-1.3410, 0.2380, -1.2880], [-2.3575, -2.3351, 1.4537], [0.2764, -4.2150, 1.9688], [7.3405, 2.8318, -0.5408], [6.7031, 2.4638, -3.0526], [5.4530, 2.9343, 1.0908], [4.4471, 2.3489, -3.7286], [3.2127, 2.2836, 0.4776], [0.7747, 0.5310, -1.6032], [1.3620, 3.8663, -1.9652], [1.5334, 2.9590, -0.4717], [-4.4750, -2.3990, 4.3668], [-4.4737, -3.5050, 2.9865], [-2.9370, -3.2413, 4.0702], [-5.1341, -0.5879, 2.4365], [-4.2326, -0.2689, 1.0664], [-5.1120, -1.7524, 1.1643], [-1.4551, -0.9457, -3.1728], [-0.1260, -1.4873, -2.0405], [-2.8512, -0.8973, 3.0756], [-2.1976, 0.7764, -1.7098], [-2.8988, -3.2938, 1.1471]],
  "nbo_charge": [-0.580, -0.559, -0.583, -0.957, -0.662, -0.518, 0.678, 0.674, 0.789, -0.226, -0.195, -0.191, -0.273, -0.286, 0.307, -0.643, -0.675, 1.478, -0.144, -0.621, -0.616, -0.628, -0.224, -0.147, -0.135, 0.501, 0.221, 0.218, 0.214, 0.226, 0.218, 0.408, 0.201, 0.210, 0.223, 0.202, 0.220, 0.218, 0.216, 0.203, 0.243, 0.255, 0.242, 0.261, 0.237]
}